{
  "formula": "C2H2BiLiO2",
  "method": "ωB97M-V/def2-TZVPD",
  "elements": ["O", "C", "C", "O", "Li", "Bi", "H", "H"],
  "xyz": [[3.36410, 2.08693, 0.69385], [4.48669, 1.54176, 0.80054], [4.60026, 0.12502, 0.38363], [3.18681, -0.43778, -0.14541], [3.04638, -1.99666, -0.93508], [1.74398, 0.90134, -0.00705], [4.94160, -0.46916, 1.25246], [5.41220, 0.06598, -0.36575]],
  "energy_ev": -12236.970,
  "gap_ev": [6.99, 6.84],
  "lumo_ha": [-0.18070, -0.18826],
  "spin_multiplicity": 2,
  "e_above_lowest_ev": 0.221,
  "total_charge": 1
}



{
  "formula": "C2H2Br3ClS",
  "method": "ωB97M-V/def2-TZVPD",
  "elements": ["C", "C", "S", "Cl", "Br", "Br", "Br", "H", "H"],
  "xyz": [[0.16910, -1.15918, 0.85804], [-0.12492, 1.60080, -0.29070], [0.19718, -2.64899, 0.25606], [-0.60498, -2.39921, -1.58372], [1.16969, -1.23026, 2.46517], [-1.59340, 0.76837, -1.30126], [1.53403, 0.96468, -0.88432], [-0.40149, 1.47187, 0.87126], [-0.34521, 2.63192, -0.39053]],
  "energy_ev": -235588.340,
  "gap_ev": 8.44,
  "lumo_ha": -0.02765,
  "e_above_lowest_ev": 2.800,
  "total_charge": 0
}



{
  "formula": "C2H2BrClO",
  "method": "ωB97M-V/def2-TZVPD",
  "elements": ["O", "C", "C", "Cl", "Br", "H", "H"],
  "xyz": [[1.34000, 0.93764, 0.89017], [0.64451, 0.00722, 0.66734], [-0.32286, -0.08798, -0.50746], [-1.22781, -1.50831, -0.68221], [-1.46204, 1.50897, -0.13862], [0.69019, -0.91990, 1.22555], [0.33801, 0.06237, -1.45477]],
  "energy_ev": -86717.822,
  "gap_ev": 10.31,
  "lumo_ha": -0.00278,
  "e_above_lowest_ev": 0.646,
  "total_charge": 0,
  "smiles": "O=C[C@@H](Cl)Br"
}



{
  "formula": "C2H2BrF2NO",
  "method": "ωB97M-V/def2-TZVPD",
  "elements": ["C", "C", "N", "O", "F", "F", "Br", "H", "H"],
  "xyz": [[-1.88269, 0.48181, -0.07838], [1.83655, -1.07309, -0.32466], [-2.89894, -0.05413, 0.27348], [-1.17984, 1.16588, -0.66580], [1.17740, -1.40682, 0.85007], [3.03168, -1.51677, -0.13006], [2.08404, 1.23359, -0.01984], [1.24925, 1.68772, -0.94049], [-3.41745, -0.51819, 1.03568]],
  "energy_ev": -81115.208,
  "gap_ev": [7.19, 9.46],
  "lumo_ha": [0.02131, -0.06473],
  "spin_multiplicity": 3,
  "e_above_lowest_ev": 0.830,
  "total_charge": 0
}



{
  "formula": "C2H2BrFO",
  "method": "ωB97M-V/def2-TZVPD",
  "elements": ["C", "C", "O", "F", "Br", "H", "H"],
  "xyz": [[2.03579, -0.08341, 0.53080], [-2.06721, -0.13218, -0.59257], [2.70837, 0.35274, -0.31195], [-2.67733, 0.58251, 0.37638], [-0.26814, -0.59694, 0.03253], [2.27437, -0.63620, 1.43650], [-2.00585, 0.51348, -1.47169]],
  "energy_ev": -76909.015,
  "gap_ev": [8.60, 7.22],
  "lumo_ha": [-0.01383, -0.02488],
  "e_above_lowest_ev": 3.698,
  "total_charge": 0
}



{
  "formula": "C2H2BrFO",
  "method": "ωB97M-V/def2-TZVPD",
  "elements": ["C", "C", "O", "F", "Br", "H", "H"],
  "xyz": [[-0.69461, 0.98785, -0.35166], [0.37044, 1.18587, 0.62883], [-1.85679, 1.07750, -0.01707], [0.03842, 1.56933, 1.83272], [2.33164, 1.36055, 0.42216], [-0.44327, 0.91072, -1.31217], [0.31183, -0.91028, 0.33948]],
  "energy_ev": -76908.923,
  "gap_ev": [8.91, 8.44],
  "lumo_ha": [-0.05516, -0.04190],
  "e_above_lowest_ev": 3.789,
  "total_charge": 0
}



{
  "formula": "C2H2BrO2",
  "method": "ωB97M-V/def2-TZVPD",
  "elements": ["O", "C", "O", "C", "Br", "H", "H"],
  "xyz": [[0.74154, -1.02597, -1.26903], [0.35955, 0.06385, -0.90938], [0.25977, 1.13432, -1.47467], [-0.23756, 0.09362, 0.60537], [-0.28551, -1.66975, 1.28722], [0.33586, 0.77472, 1.28551], [-1.17365, 0.62921, 0.47498]],
  "energy_ev": -76245.374,
  "gap_ev": 7.75,
  "lumo_ha": 0.13192,
  "e_above_lowest_ev": 0.000,
  "total_charge": -1,
  "smiles": "O=C([O-])CBr"
}



{
  "formula": "C2H2BrO2P",
  "method": "ωB97M-V/def2-TZVPD",
  "elements": ["C", "C", "Br", "H", "O", "P", "O", "H"],
  "xyz": [[-1.70338, -0.30059, -0.15560], [-1.07689, 0.07580, -1.11350], [-0.32278, 0.64796, -2.70180], [-1.92276, -0.71217, 0.74514], [0.73935, -1.13657, 1.21535], [1.80164, -0.60634, 0.33798], [1.71004, 0.95444, 0.68405], [0.77478, 1.07747, 0.98837]],
  "energy_ev": -85530.872,
  "gap_ev": 9.99,
  "lumo_ha": -0.01017,
  "e_above_lowest_ev": 0.948,
  "total_charge": 0,
  "smiles": "C#CBr.O=PO"
}